w | Entry from the OMol25 dataset: a cluster of 2 separate species, C3H8NO3 in total (ωB97M-V/def2-TZVPD).

Summary:
Kohn-Sham gap in eV: 7.86
Total charge: -1

Element x y z (Å)
O1 -1.665 -0.194 1.764
C1 -1.157 0.438 0.822
N1 -0.419 -0.161 -0.101
C2 0.026 -1.703 -0.230
O2 0.811 -1.802 -1.250
C3 -1.360 1.955 0.905
H1 0.157 0.368 -0.789
H2 -0.955 -2.219 -0.343
H3 0.560 -1.834 0.753
H4 -0.726 2.541 0.244
H5 -2.349 2.256 0.512
H6 -1.188 2.288 1.985
H7 2.151 -1.173 -1.481
H8 2.983 0.048 -1.181
O3 3.130 -0.809 -1.609

x | Entry from the OMol25 dataset: a cluster of 2 separate species, C3H8NO3 in total (ωB97M-V/def2-TZVPD).

Summary:
Kohn-Sham gap in eV: 8.99
Total charge: -1

Element x y z (Å)
C1 1.117 -0.498 -0.629
N1 -0.094 -0.596 0.153
C2 -0.062 -0.079 1.534
O1 0.850 0.709 1.779
O2 -1.044 -0.532 2.200
C3 1.156 0.888 -1.330
H1 1.084 -1.232 -1.438
H2 2.030 -0.625 -0.011
H3 -0.460 -1.537 0.179
H4 2.101 1.220 -1.760
H5 0.247 1.023 -1.955
H6 1.051 1.657 -0.591
H7 -2.613 -0.021 -0.144
H8 -2.297 -0.368 1.304
O3 -3.065 -0.008 0.708

y | Entry from the OMol25 dataset: a structure of composition C3H8NO3 (ωB97M-V/def2-TZVPD).

Summary:
Kohn-Sham gap in eV: 7.12
Total charge: -1

Element x y z (Å)
O1 0.941 0.621 1.720
C1 0.983 -0.155 0.768
N1 -0.130 -0.705 -0.024
C2 -1.435 -0.228 0.479
O2 -2.526 -0.473 -0.325
C3 2.288 -0.618 0.134
H1 0.482 0.287 -0.232
H2 -1.456 -0.818 1.413
H3 -1.344 0.828 0.726
H4 2.101 -1.288 -0.705
H5 3.006 -1.087 0.804
H6 2.786 0.226 -0.356
H7 -2.174 0.006 -1.200
H8 -1.755 2.061 -1.286
O3 -1.768 1.341 -1.917

Tell me which of them is the least stable. Sure, it is y.